Molecular formula: C15H26NO2
Method: DFT, the ωB97M-V functional and the def2-TZVPD basis

Properties
* gap between HOMO and LUMO: 0.352 Ha
* energy relative to the best compared isomer or geometry (same formula, charge and spin): 54.16 kJ/mol
* M: 252.38 g/mol
* structure (SMILES): CCCC[N@H+](C)CCOc1ccccc1OCC

ORCA input file:
```
! wB97M-V def2-TZVPD RIJCOSX def2/J DEFGRID3
* xyz 1 1
H 0.48 -3.22 1.00
C 0.03 -2.41 -1.96
O -1.22 -0.39 0.72
C -0.96 0.64 1.63
C -0.05 3.37 -1.26
H 0.82 -1.88 2.11
H -1.84 1.93 4.62
H -2.31 -0.01 3.16
C -1.10 -1.72 1.14
H -2.26 -0.51 -3.72
H -0.95 -0.51 -1.63
C 2.44 -0.95 0.58
C -1.34 1.84 3.66
H -0.57 3.84 -0.43
H 0.86 3.49 1.71
H 1.79 -3.14 -0.92
H 2.01 -1.62 -1.80
H -1.68 -2.30 0.43
C -1.81 -1.43 -3.36
H 0.12 -0.55 -3.04
C 1.32 -2.18 -1.17
H 1.56 1.98 -1.61
C -0.46 2.82 3.24
H 0.30 -3.03 -2.82
H -0.69 -2.99 -1.37
C 1.06 2.46 -0.77
H -0.27 3.67 3.87
H 2.31 -0.33 1.47
H 0.57 -0.56 -0.13
C -1.60 0.74 2.85
C 0.18 2.72 2.02
C -0.06 1.62 1.21
H 2.94 -0.36 -0.18
H -1.52 -1.88 2.14
H -0.78 2.80 -1.84
H -2.57 -1.98 -2.81
O 0.57 1.36 0.00
H 3.07 -1.80 0.83
H 0.37 4.14 -1.90
N 1.14 -1.42 0.09
C 0.39 -2.14 1.14
C -0.61 -1.12 -2.47
H 1.80 3.02 -0.19
H -1.51 -2.02 -4.22
*
```

Molecular formula: C20H40Cl2F12N3O10
Method: DFT, the ωB97M-V functional and the def2-TZVPD basis

Properties
* gap between HOMO and LUMO: 0.091 Ha
* energy relative to the best compared isomer or geometry (same formula, charge and spin): 1202.91 kJ/mol
* M: 781.43 g/mol

ORCA input file:
```
! wB97M-V def2-TZVPD RIJCOSX def2/J DEFGRID3
* xyz 1 1
H -0.56 -1.92 -3.43
H -1.76 6.29 6.19
N 0.81 -4.11 5.77
O -3.64 -0.91 1.65
O 6.40 -4.40 4.47
H 8.16 -6.07 3.73
H 0.08 4.84 5.34
H -7.71 2.93 -4.80
C -1.42 6.49 5.17
C -3.69 -5.16 -7.13
F -4.70 -4.55 -7.69
F 9.86 7.75 1.67
H 5.11 5.28 2.32
O 8.38 -4.19 3.49
C -1.99 -3.50 -4.18
H -7.07 -5.63 0.05
C 6.81 -2.49 3.12
H -5.49 -3.07 6.00
H -5.60 -5.66 0.57
F -2.56 -5.03 -7.89
F -8.73 3.51 -10.23
C -1.43 0.01 2.50
C 10.28 -5.87 3.36
H -2.80 -2.91 -3.76
F 6.60 -1.50 4.10
H 4.77 6.58 0.21
H -7.05 0.81 -5.47
H 6.33 4.24 1.54
H 0.43 -3.18 5.76
C 5.43 4.83 1.38
C -6.34 1.59 -5.72
C -7.75 3.04 -8.11
H 11.17 -5.49 3.85
Cl 1.18 6.77 6.08
C 7.94 6.73 0.58
H -0.88 0.92 2.28
H 0.34 5.95 4.03
C -7.24 2.87 -5.78
H -5.83 -4.41 -0.25
H 4.64 4.15 1.04
C -8.83 2.74 -9.18
C 8.96 -5.38 4.00
H -6.52 3.69 -5.76
H -0.73 -1.99 -5.12
C 8.82 8.01 0.85
C 7.22 -3.77 3.81
O 8.43 5.69 0.15
F -4.06 -6.45 -6.98
C -0.71 -2.63 -4.24
H 10.36 -5.54 2.33
O -1.53 -0.18 3.90
F -8.65 1.52 -9.62
H -3.07 1.07 1.77
O -6.62 3.44 -8.41
O -8.18 2.80 -6.83
H 0.12 -3.34 -4.33
H 1.53 -4.25 6.47
F 7.71 -2.06 2.22
H -5.84 1.35 -6.66
F 8.13 9.05 1.34
H -5.62 -1.90 4.73
H -4.51 -1.79 5.68
Cl -1.48 8.23 4.81
C -3.48 -4.63 -5.75
O -4.42 -4.82 -4.97
H 6.00 5.60 -0.58
O -2.32 -3.95 -5.48
N -5.47 -2.10 5.71
F 5.58 -2.67 2.62
H -6.10 -1.54 6.25
C -2.67 0.09 1.49
H 10.36 -6.95 3.26
H -2.38 0.19 0.45
H -5.54 1.71 -5.00
H -5.82 -5.84 -1.07
C 5.62 5.93 0.39
N -6.13 -5.37 -0.24
H -0.84 -0.86 2.21
F -10.07 2.82 -8.66
H 9.06 -5.38 5.09
H -2.18 6.01 4.57
H 0.01 -4.71 5.89
H 1.33 -4.34 4.94
O 6.65 6.90 0.82
C 0.05 5.90 5.08
H -1.88 -4.27 -3.42
F 9.22 8.49 -0.31
*
```

Molecular formula: C4H11N3O2
Method: DFT, the ωB97M-V functional and the def2-TZVPD basis

Properties
* gap between HOMO and LUMO: 0.363 Ha
* energy relative to the best compared isomer or geometry (same formula, charge and spin): 48.43 kJ/mol
* M: 133.15 g/mol
* structure (SMILES): [H]/N=C(\N)NC.CC(=O)O

ORCA input file:
```
! wB97M-V def2-TZVPD RIJCOSX def2/J DEFGRID3
* xyz 0 1
H 2.33 -2.79 0.14
H 0.62 -0.31 3.27
H -2.82 1.98 -2.71
H -2.91 3.09 -1.38
H 3.20 -1.41 -0.16
O -1.49 0.16 -1.66
H -0.78 -0.35 -1.20
C -2.87 2.03 -1.63
N 0.71 -0.48 1.20
H 1.96 0.58 2.53
O -0.92 1.79 -0.21
H -3.79 1.58 -1.27
C 1.19 -1.17 0.15
C 1.37 -0.32 2.47
N 2.45 -1.81 0.38
H 2.01 -1.15 2.75
C -1.67 1.34 -1.04
H 0.09 0.25 0.96
N 0.52 -1.19 -0.94
H 0.81 -1.84 -1.65
*
```

Molecular formula: CH6N2O2
Method: DFT, the ωB97M-V functional and the def2-TZVPD basis

Properties
* gap between HOMO and LUMO: 0.400 Ha
* energy relative to the best compared isomer or geometry (same formula, charge and spin): 303.31 kJ/mol
* M: 78.07 g/mol

ORCA input file:
```
! wB97M-V def2-TZVPD RIJCOSX def2/J DEFGRID3
* xyz 0 1
H 2.47 1.19 -1.28
H 2.01 1.03 -0.64
H 0.72 -0.70 -1.53
O -1.21 -1.32 0.86
H -0.13 -2.21 -1.25
N -0.73 1.23 1.39
O -0.12 0.60 0.28
N 0.05 -1.25 -1.02
C -0.42 -0.76 0.14
H -1.07 0.49 2.01
H -1.56 1.71 1.04
*
```